ORCA calculation (ωB97M-V/def2-TZVPD) on C4H9ClS in the gas phase in a non-equilibrium geometry.

Each line ends with the Löwdin charge.
CARTESIAN COORDINATES (ANGSTROEM)
C1 0.52268 0.99942 -1.05431  -0.144
C2 0.59588 -0.05781 -0.00113  -1.011
C3 0.31034 0.55290 1.36651  -0.135
C4 -0.42274 -1.14356 -0.21373  -0.567
H1 1.34341 1.73572 -0.99694  0.090
H2 0.59096 0.61147 -2.09401  0.097
H3 -0.40503 1.57071 -1.03652  0.071
H4 1.09889 1.28365 1.53612  0.084
H5 0.34068 -0.18236 2.14664  0.081
H6 -0.63595 1.09250 1.30153  0.051
H7 -0.32944 -1.56750 -1.18538  0.058
H8 -0.24035 -1.96428 0.51934  0.089
H9 -2.83870 -1.58374 -0.18512  -0.148
S1 -2.12463 -0.45967 -0.05191  0.732
Cl1 2.19399 -0.88746 -0.05109  0.651

Output
- Net charge: 0
- E_tot: -27651.8079 eV
- Energy above the lowest of the compared OMol25 structures with the same formula, charge and spin: 2.0 kcal/mol
- Highest occupied orbital energy: -0.34060 Eh



ORCA calculation (ωB97M-V/def2-TZVPD) on a molecular structure, C9H18BiF3N5S3Se in a non-equilibrium geometry.

Each line ends with the Löwdin charge.
CARTESIAN COORDINATES (ANGSTROEM)
Bi1 -0.26773 0.98316 0.83975  1.430
N1 -2.17422 -0.73540 0.95014  -0.119
C1 -1.96458 -2.02033 0.26375  -0.218
C2 -1.17592 -1.85092 -1.07443  -0.148
N2 0.16941 -1.19218 -1.01250  -0.216
C3 0.48996 -0.60092 -2.28116  -0.220
C4 -0.07835 0.83600 -2.54591  -0.205
N3 0.38790 1.83919 -1.52314  -0.124
C5 1.37006 -1.92964 -0.46513  -0.165
C6 1.68759 -2.02487 1.06139  -0.237
N4 1.68383 -0.72670 1.77185  -0.068
H1 -2.48003 -0.85399 1.92518  0.086
H2 -3.02288 -0.30048 0.52482  0.079
H3 -2.91170 -2.48230 0.07350  0.098
H4 -1.43393 -2.66861 0.96318  0.104
H5 -1.66922 -1.18130 -1.77964  0.106
H6 -1.08913 -2.82596 -1.51941  0.107
H7 0.01218 -1.08556 -3.07646  0.090
H8 1.53932 -0.61000 -2.49272  0.100
H9 -1.19670 0.83165 -2.49867  0.109
H10 0.21850 1.19298 -3.52710  0.102
H11 0.14126 2.82137 -1.68167  0.089
H12 1.41588 1.85081 -1.49376  0.013
H13 2.23482 -1.48902 -0.91362  0.027
H14 1.40745 -2.92904 -0.82208  0.101
H15 2.68695 -2.46185 1.04758  0.105
H16 0.99850 -2.72179 1.56117  0.100
H17 2.56765 -0.27982 1.51879  0.060
H18 1.59662 -0.93937 2.74261  0.062
S1 -0.58510 4.01039 4.51919  0.383
C7 -0.16343 2.90123 3.34986  -1.872
S2 0.84491 3.15611 1.97286  0.346
S3 -1.02202 1.41446 3.40878  0.324
F1 -2.19385 3.39308 0.15770  -0.037
C8 -2.49318 2.10500 0.60241  -0.651
F2 -3.19934 2.28266 1.74817  -0.034
F3 -3.50942 1.59883 -0.21943  -0.045
Se1 4.77685 -0.10693 -1.34857  0.370
C9 3.58777 1.02880 -0.62832  -0.994
N5 2.81330 1.77131 -0.09896  -0.036

Output
- Net charge: -1
- E_tot: -128921.2483 eV
- Energy above the lowest of the compared OMol25 structures with the same formula, charge and spin: 4.3 kcal/mol
- Highest occupied orbital energy: -0.15248 Eh



ORCA calculation (ωB97M-V/def2-TZVPD) on a molecular structure, C23H40GaNO3P2 in a non-equilibrium geometry.

Each line ends with the Löwdin charge.
CARTESIAN COORDINATES (ANGSTROEM)
Ga1 0.03307 0.44096 -0.04552  0.433
P1 -2.18323 0.29512 -0.40747  0.903
C1 -2.17717 1.12803 -2.05324  -0.235
C2 -0.86449 1.52822 -2.62371  -0.273
N1 0.20314 1.38185 -1.83069  0.035
C3 1.44561 1.62044 -2.26375  -0.273
C4 1.60663 2.30121 -3.45701  0.031
C5 0.52199 2.52038 -4.29288  0.027
C6 -0.73610 2.09086 -3.88659  0.034
C7 2.58815 1.13868 -1.40805  -0.234
P2 2.20786 -0.35002 -0.42964  0.901
H1 -1.62246 2.18997 -4.51700  0.145
H2 2.61615 2.57591 -3.74177  0.141
H3 0.63296 3.08086 -5.21739  0.141
H4 3.44593 0.88353 -2.03791  0.116
H5 2.92489 1.91705 -0.71239  0.122
H6 -2.82816 0.61619 -2.71255  0.102
H7 -2.76420 2.04589 -1.95482  0.114
H8 -0.92055 -2.69196 -4.53914  0.010
O1 -1.51371 -3.15946 -5.14107  -0.053
H9 -2.39571 -2.84805 -4.85748  0.042
H10 0.02040 -4.08304 0.56709  0.020
O2 0.36674 -4.67751 -0.13311  -0.062
H11 -0.15488 -4.56859 -0.94792  0.041
C8 2.70672 -1.73337 -1.49242  -0.197
H12 3.71331 -1.52712 -1.88513  0.077
H13 2.71302 -2.66779 -0.91149  0.068
H14 1.99632 -1.82900 -2.32379  0.059
C9 3.42675 -0.37032 0.93395  -0.180
H15 3.35410 -1.31922 1.48559  0.063
H16 4.43417 -0.27058 0.50621  0.081
H17 3.23352 0.46044 1.62513  0.071
C10 -3.02316 1.68857 0.40702  -0.192
H18 -4.01815 1.73125 -0.05954  0.084
H19 -3.09734 1.54268 1.48744  0.077
H20 -2.46701 2.60478 0.16681  0.062
C11 -3.31955 -1.11153 -0.30062  -0.197
H21 -3.55447 -1.29359 0.76331  0.073
H22 -4.25412 -0.89491 -0.84300  0.080
H23 -2.86905 -2.03260 -0.70858  0.065
C12 -0.79762 5.29589 2.87580  -0.078
C13 -0.24359 3.99854 2.28250  -0.371
C14 1.14295 4.29568 1.67836  -0.057
C15 -0.24649 2.83037 3.24998  -0.122
C16 -0.66765 2.91342 4.57585  -0.011
C17 -0.67525 1.76952 5.36852  -0.057
C18 -0.31196 0.52246 4.87910  -0.028
C19 0.09035 0.39942 3.55343  -0.140
C20 0.47940 -0.96333 3.00110  -0.403
C21 1.62604 -1.56608 3.81827  -0.056
C22 -0.67945 -1.95613 2.98971  -0.048
C23 0.11542 1.55856 2.75043  -0.279
O3 0.49690 1.50941 1.47320  -0.193
H24 -0.16931 5.66985 3.69577  0.096
H25 -1.82316 5.16957 3.23807  0.084
H26 -0.82185 6.06732 2.09441  0.085
H27 -0.90364 3.73599 1.43125  0.116
H28 1.87782 4.46472 2.48163  0.101
H29 1.48235 3.45675 1.05685  0.047
H30 1.10942 5.20467 1.05637  0.085
H31 -0.99124 3.87274 4.98271  0.116
H32 -0.98207 1.84476 6.40478  0.112
H33 -0.33427 -0.37685 5.50177  0.122
H34 0.82487 -0.85182 1.95774  0.048
H35 1.29266 -1.73585 4.85293  0.092
H36 1.93283 -2.52714 3.37659  0.088
H37 2.49602 -0.89368 3.83981  0.088
H38 -1.51232 -1.60405 2.36558  0.062
H39 -0.33213 -2.92324 2.59168  0.077
H40 -1.05226 -2.11838 4.01141  0.099

Output
- Net charge: +2
- E_tot: -103073.6369 eV
- Energy above the lowest of the compared OMol25 structures with the same formula, charge and spin: 19.3 kcal/mol
- Highest occupied orbital energy: -0.47674 Eh



ORCA calculation (ωB97M-V/def2-TZVPD) on a molecular structure, C2H2InO6 in a non-equilibrium geometry.

Each line ends with the Löwdin charge.
CARTESIAN COORDINATES (ANGSTROEM)
In1 -17.92347 -6.70387 -1.82920  1.275
O1 -16.40512 -8.19179 0.12770  0.034
C1 -15.42086 -7.36412 0.51623  -0.758
O2 -14.92271 -7.42178 1.64323  0.280
O3 -15.08859 -6.46350 -0.27325  0.190
H1 -16.16086 -9.06464 0.51870  0.174
O4 -21.81645 -9.43638 -1.78349  0.220
C2 -20.70270 -8.73881 -1.81758  -0.745
O5 -19.74972 -8.92054 -2.60404  0.060
O6 -20.44573 -7.86154 -0.94728  0.101
H2 -21.87387 -9.89582 -2.64553  0.168

Output
- Net charge: +1
- E_tot: -19551.7470 eV
- Energy above the lowest of the compared OMol25 structures with the same formula, charge and spin: 6.0 kcal/mol
- Highest occupied orbital energy: -0.50031 Eh



ORCA calculation (ωB97M-V/def2-TZVPD) on C8H10ClN3O2S in the gas phase in a non-equilibrium geometry.

Each line ends with the Löwdin charge.
CARTESIAN COORDINATES (ANGSTROEM)
C1 -2.46248 -2.11687 -0.35675  -0.108
C2 -1.07508 -2.34591 -0.19530  -0.028
C3 -3.08762 -0.91375 -0.47066  -0.103
C4 -0.81409 0.08314 -0.14871  -0.063
C5 -0.25711 -1.23528 -0.17005  -0.296
C6 -2.13138 0.15937 -0.29718  -0.682
C7 0.63934 1.85297 -0.00112  -0.274
C8 1.50428 0.70495 1.83800  -0.085
N1 1.15808 -1.39145 -0.15733  -0.065
N2 1.71572 1.16212 0.48628  -0.241
N3 0.72147 2.57578 -1.13904  0.095
O1 3.53670 -0.50938 -0.26606  -0.267
O2 1.93171 0.30200 -1.82604  -0.255
S1 2.16154 -0.12339 -0.50170  0.623
Cl1 -2.91759 1.70043 -0.05597  0.626
H1 -3.01508 -3.01336 -0.29072  0.088
H2 -0.73843 -3.30431 0.08541  0.096
H3 -4.16684 -0.69196 -0.69146  0.118
H4 0.15025 2.43346 0.76401  0.131
H5 2.48633 0.19160 2.17745  0.126
H6 1.42582 1.44180 2.57386  0.074
H7 0.69373 -0.07814 1.74916  0.095
H8 1.63188 -2.17442 0.33266  0.153
H9 -0.00632 3.27325 -1.42551  0.131
H10 0.91518 2.01736 -2.01320  0.112

Output
- Net charge: 0
- E_tot: -40377.7382 eV
- Energy above the lowest of the compared OMol25 structures with the same formula, charge and spin: 28.4 kcal/mol
- Highest occupied orbital energy: -0.31816 Eh



ORCA calculation (ωB97M-V/def2-TZVPD) on 2 unconnected molecules or ions with the total composition C17H30IN5O5P2 in a non-equilibrium geometry.

Each line ends with the Löwdin charge.
CARTESIAN COORDINATES (ANGSTROEM)
O1 -3.84100 -1.86267 -1.37575  -0.115
C1 -2.42633 -1.54185 -1.43006  -0.248
C2 -1.81235 -1.67572 -2.93903  -0.130
C3 -0.36449 -2.37264 -2.73517  -0.156
C4 0.69307 -1.47659 -1.94449  0.051
C5 2.07237 -2.11436 -1.69598  -0.047
C6 3.14712 -1.20905 -0.88394  -0.147
O2 3.69868 -0.15028 -1.71564  -0.196
O3 4.80836 -0.56316 -2.37568  -0.058
C7 2.45219 -3.57428 -2.18622  -0.114
N1 3.76797 -4.04074 -1.85340  0.062
C8 3.99538 -5.37553 -2.30502  -0.454
P1 5.69955 -6.13340 -1.87119  0.525
O4 5.77290 -7.76417 -2.40651  -0.436
I1 5.62995 -6.23135 0.62432  0.301
C9 2.94108 -6.19054 -3.10703  -0.087
N2 1.63405 -5.75751 -3.48109  0.073
C10 1.42743 -4.42990 -2.96952  -0.164
C11 0.00533 -3.77961 -3.23885  0.038
H1 -3.94172 -2.37168 -0.53306  0.096
H2 -1.88241 -2.34086 -0.78784  0.126
H3 -2.16617 -0.53373 -0.94020  0.113
H4 -1.68353 -0.61823 -3.39443  0.119
H5 -2.49152 -2.27230 -3.63450  0.113
H6 0.45793 -0.42331 -1.57053  0.109
H7 2.55239 -0.72513 -0.01963  0.138
H8 3.99934 -1.85738 -0.47620  0.120
H9 5.57011 -0.58536 -1.73377  0.124
H10 5.67679 -8.34903 -1.62018  0.024
H11 3.23892 -7.26097 -3.42103  0.107
H12 -0.80749 -4.34830 -3.82779  0.108
O5 -0.89263 1.29016 1.69094  -0.321
P2 -0.93599 2.75005 2.18538  0.756
N3 -2.47924 2.60064 2.91255  -0.355
C12 -3.68890 2.30300 2.16622  -0.117
C13 -2.45820 1.83763 4.16105  -0.129
N4 -0.91632 3.44600 0.62263  -0.317
C14 -2.00208 4.12808 -0.04551  -0.135
C15 -0.14286 2.71832 -0.38828  -0.148
N5 -0.91683 4.43727 2.78655  -0.298
C16 0.22595 4.64704 3.68450  -0.155
C17 -2.05308 5.19528 3.29826  -0.134
H13 -4.56743 2.45427 2.80007  0.084
H14 -3.69794 1.27340 1.78631  0.087
H15 -3.83276 2.98223 1.33290  0.052
H16 -1.89199 2.38621 4.92228  0.072
H17 -1.98605 0.85784 4.02984  0.073
H18 -3.45889 1.67793 4.57060  0.082
H19 -2.74335 3.42802 -0.44607  0.081
H20 -1.62845 4.72119 -0.88686  0.083
H21 -2.50934 4.85155 0.59413  0.065
H22 -0.72124 1.88429 -0.80509  0.063
H23 0.77940 2.31936 0.03583  0.069
H24 0.15139 3.37246 -1.21387  0.082
H25 0.06373 4.15947 4.65080  0.071
H26 0.41601 5.71084 3.85301  0.079
H27 1.13674 4.22682 3.24259  0.078
H28 -2.34646 4.87811 4.30575  0.081
H29 -2.93047 5.13255 2.65505  0.065
H30 -1.79664 6.25962 3.34783  0.091

Output
- Net charge: 0
- E_tot: -62470.2799 eV
- Highest occupied orbital energy: -0.30433 Eh



Repeat the second record exactly.
ORCA calculation (ωB97M-V/def2-TZVPD) on a molecular structure, C9H18BiF3N5S3Se in a non-equilibrium geometry.

Each line ends with the Löwdin charge.
CARTESIAN COORDINATES (ANGSTROEM)
Bi1 -0.26773 0.98316 0.83975  1.430
N1 -2.17422 -0.73540 0.95014  -0.119
C1 -1.96458 -2.02033 0.26375  -0.218
C2 -1.17592 -1.85092 -1.07443  -0.148
N2 0.16941 -1.19218 -1.01250  -0.216
C3 0.48996 -0.60092 -2.28116  -0.220
C4 -0.07835 0.83600 -2.54591  -0.205
N3 0.38790 1.83919 -1.52314  -0.124
C5 1.37006 -1.92964 -0.46513  -0.165
C6 1.68759 -2.02487 1.06139  -0.237
N4 1.68383 -0.72670 1.77185  -0.068
H1 -2.48003 -0.85399 1.92518  0.086
H2 -3.02288 -0.30048 0.52482  0.079
H3 -2.91170 -2.48230 0.07350  0.098
H4 -1.43393 -2.66861 0.96318  0.104
H5 -1.66922 -1.18130 -1.77964  0.106
H6 -1.08913 -2.82596 -1.51941  0.107
H7 0.01218 -1.08556 -3.07646  0.090
H8 1.53932 -0.61000 -2.49272  0.100
H9 -1.19670 0.83165 -2.49867  0.109
H10 0.21850 1.19298 -3.52710  0.102
H11 0.14126 2.82137 -1.68167  0.089
H12 1.41588 1.85081 -1.49376  0.013
H13 2.23482 -1.48902 -0.91362  0.027
H14 1.40745 -2.92904 -0.82208  0.101
H15 2.68695 -2.46185 1.04758  0.105
H16 0.99850 -2.72179 1.56117  0.100
H17 2.56765 -0.27982 1.51879  0.060
H18 1.59662 -0.93937 2.74261  0.062
S1 -0.58510 4.01039 4.51919  0.383
C7 -0.16343 2.90123 3.34986  -1.872
S2 0.84491 3.15611 1.97286  0.346
S3 -1.02202 1.41446 3.40878  0.324
F1 -2.19385 3.39308 0.15770  -0.037
C8 -2.49318 2.10500 0.60241  -0.651
F2 -3.19934 2.28266 1.74817  -0.034
F3 -3.50942 1.59883 -0.21943  -0.045
Se1 4.77685 -0.10693 -1.34857  0.370
C9 3.58777 1.02880 -0.62832  -0.994
N5 2.81330 1.77131 -0.09896  -0.036

Output
- Net charge: -1
- E_tot: -128921.2483 eV
- Energy above the lowest of the compared OMol25 structures with the same formula, charge and spin: 4.3 kcal/mol
- Highest occupied orbital energy: -0.15248 Eh